(1)
Molecular formula: C40H98O27P6
Method: DFT, the ωB97M-V functional and the def2-TZVPD basis

Last column: Mulliken charge in e.
Geometry (Å):
C -3.684 6.896 3.407  -0.996
C -2.265 6.234 2.975  -0.229
O -1.780 6.600 1.671  -0.405
P -2.226 5.617 0.494  0.373
O -1.478 4.354 0.602  -0.338
O -1.740 6.532 -0.746  -0.366
C -2.534 7.542 -1.206  -0.245
C -3.388 7.074 -2.391  -1.025
O -3.858 5.610 0.438  0.041
C -4.627 4.618 -0.148  -0.285
C -5.538 3.790 0.835  -1.316
H -3.577 7.980 3.444  0.312
H -4.414 6.729 2.616  0.206
H -4.097 6.639 4.382  0.371
H -1.532 6.656 3.663  0.374
H -2.274 5.153 3.108  0.201
H -3.040 8.027 -0.372  0.238
H -1.878 8.353 -1.522  0.408
H -2.966 7.357 -3.355  0.337
H -3.603 6.010 -2.495  0.258
H -4.339 7.607 -2.383  0.302
H -5.292 5.227 -0.760  0.351
H -4.048 4.044 -0.872  0.409
H -6.157 3.012 0.390  0.376
H -4.821 3.224 1.430  0.312
H -6.250 4.395 1.396  0.359
C 3.114 5.188 -4.841  -1.151
C 4.004 4.198 -5.784  -0.113
O 3.127 4.033 -6.911  -0.275
P 2.800 2.567 -7.406  0.909
O 3.915 1.628 -7.757  -0.694
O 1.591 1.980 -6.356  -0.298
C 1.750 1.196 -5.234  0.312
C 2.209 -0.258 -5.551  -1.169
O 1.825 2.902 -8.728  -0.364
C 1.496 1.963 -9.711  -0.170
C 0.025 2.046 -9.958  -1.117
H 3.328 5.020 -3.786  0.348
H 3.356 6.194 -5.185  0.359
H 2.031 5.149 -4.960  0.323
H 5.020 4.543 -5.978  0.345
H 3.999 3.353 -5.096  0.120
H 2.607 1.613 -4.706  -0.097
H 0.905 1.158 -4.546  0.266
H 3.034 -0.140 -6.254  0.439
H 2.461 -0.768 -4.621  0.236
H 1.546 -0.956 -6.062  0.283
H 2.028 2.226 -10.625  0.282
H 1.663 0.963 -9.312  0.288
H -0.607 1.818 -9.100  0.284
H -0.258 3.005 -10.391  0.281
H -0.064 1.228 -10.674  0.365
C 4.441 6.127 7.957  -1.258
C 3.839 4.713 8.037  -0.056
O 4.874 3.752 8.300  -0.366
P 5.106 2.553 7.120  0.817
O 5.887 2.869 5.907  -0.673
O 5.730 1.341 8.038  -0.324
C 6.994 0.741 7.683  -0.286
C 6.885 -0.146 6.473  -0.918
O 3.600 1.995 6.658  -0.321
C 3.414 0.829 5.877  0.126
C 1.993 0.670 5.393  -1.063
H 3.774 6.989 7.963  0.352
H 5.201 6.353 8.704  0.332
H 5.227 6.229 7.209  0.310
H 3.095 4.552 8.817  0.326
H 3.349 4.417 7.109  0.263
H 7.724 1.550 7.655  0.318
H 7.345 0.239 8.585  0.338
H 6.127 -0.916 6.623  0.220
H 6.469 0.473 5.678  0.253
H 7.831 -0.657 6.295  0.385
H 4.078 0.931 5.019  0.328
H 3.546 -0.124 6.391  0.127
H 1.757 1.520 4.753  0.298
H 1.700 -0.312 5.023  0.069
H 1.359 0.956 6.232  0.409
C -4.776 -4.617 -4.600  -1.094
C -5.392 -4.749 -3.199  0.068
O -6.763 -4.866 -3.380  -0.369
P -7.918 -4.002 -2.467  0.902
O -8.275 -2.581 -2.944  -0.690
O -9.187 -5.083 -2.323  -0.313
C -10.465 -4.470 -2.636  -0.124
C -11.601 -5.410 -2.270  -1.211
O -7.325 -4.046 -0.977  -0.261
C -7.556 -3.040 0.025  -0.493
C -6.590 -1.889 -0.034  -1.045
H -4.918 -5.392 -5.353  0.346
H -5.081 -3.604 -4.864  0.331
H -3.702 -4.443 -4.543  0.242
H -5.172 -5.692 -2.700  0.291
H -5.236 -3.957 -2.467  0.056
H -10.645 -3.528 -2.117  0.281
H -10.669 -4.122 -3.649  0.322
H -12.556 -4.891 -2.186  0.366
H -11.690 -6.147 -3.068  0.288
H -11.376 -5.936 -1.342  0.324
H -8.577 -2.673 -0.083  0.259
H -7.391 -3.422 1.032  0.388
H -6.841 -1.213 -0.851  0.353
H -6.452 -1.457 0.957  0.534
H -5.580 -2.298 -0.078  0.260
C 3.656 -0.626 -1.020  -0.531
C 4.781 -1.608 -1.215  -0.355
O 4.797 -2.676 -0.253  0.034
P 5.626 -4.050 -0.435  0.496
O 6.484 -4.176 -1.663  -0.797
O 4.577 -5.230 -0.307  0.028
C 4.477 -6.311 -1.171  -0.404
C 3.019 -6.104 -1.668  -1.129
O 6.516 -4.098 0.970  -0.311
C 7.586 -5.070 1.289  -0.182
C 7.122 -6.471 1.250  -1.113
H 3.954 -0.069 -0.131  0.352
H 3.547 0.025 -1.888  0.286
H 2.664 -0.975 -0.732  -0.264
H 4.764 -1.918 -2.260  0.397
H 5.639 -1.011 -0.905  0.240
H 5.104 -6.332 -2.062  0.393
H 4.641 -7.302 -0.748  0.339
H 2.898 -6.646 -2.606  0.395
H 2.165 -6.192 -0.997  0.333
H 2.906 -5.077 -2.017  0.197
H 8.302 -4.995 0.470  0.244
H 7.860 -4.901 2.331  0.327
H 6.126 -6.588 1.679  0.253
H 7.062 -6.953 0.274  0.277
H 7.778 -7.059 1.893  0.427
C -1.280 -2.912 -3.201  -1.228
C -0.277 -2.837 -2.015  -0.180
O -0.751 -1.897 -1.010  -0.205
P -0.354 -0.329 -1.252  -0.004
O 0.617 -0.012 -2.359  -0.369
O -1.789 0.460 -1.331  -0.220
C -2.992 -0.107 -0.816  0.076
C -3.963 1.025 -0.409  -0.947
O 0.242 0.079 0.219  0.152
C -0.257 1.149 1.067  -0.014
C -0.234 0.962 2.501  -0.507
H -1.461 -2.104 -3.910  0.348
H -0.917 -3.747 -3.800  0.489
H -2.254 -2.973 -2.715  0.148
H -0.122 -3.721 -1.395  0.402
H 0.722 -2.678 -2.420  0.255
H -3.434 -0.767 -1.562  0.382
H -2.879 -0.709 0.086  0.198
H -4.945 0.622 -0.161  0.214
H -3.467 1.584 0.384  0.100
H -4.188 1.753 -1.189  0.260
H 0.391 2.007 0.885  0.212
H -1.159 1.686 0.773  -0.011
H -0.147 1.895 3.056  0.441
H -1.171 0.457 2.738  0.262
H 0.601 0.279 2.660  -0.248
C 1.608 -3.567 7.238  -0.888
C 0.521 -3.695 6.061  -0.438
O 1.252 -3.547 4.924  -0.291
C 0.753 -3.044 3.831  0.631
O -0.302 -2.383 3.717  -0.622
O 1.607 -3.294 2.779  -0.291
C 1.485 -2.703 1.520  0.136
H 2.199 -2.655 7.146  0.153
H 2.170 -4.498 7.311  0.300
H 0.931 -3.420 8.080  0.363
H -0.282 -2.962 6.140  0.344
H 0.024 -4.664 6.119  0.358
H 2.293 -2.998 0.851  0.062
H 1.562 -1.649 1.787  0.016
H 0.485 -2.916 1.144  0.197

Properties
- SMILES string = CCOP(=O)(OCC)OCC.CCOP(=O)(OCC)OCC.CCOP(=O)(OCC)OCC.CCOP(=O)(OCC)OCC.CCOP(=O)(OCC)OCC.CCOP(=O)(OCC)OCC.CCOC(=O)OC
- Kohn-Sham gap (eV) = 10.328

(2)
Molecular formula: C4H7O2
Method: DFT, the ωB97M-V functional and the def2-TZVPD basis

Last column: Mulliken charge in e.
Geometry (Å):
O 1.783 2.377 0.589  -0.753
C 0.860 1.723 0.063  0.469
O -0.168 2.134 -0.527  -0.712
C 0.969 0.188 0.148  -0.637
C -0.313 -0.528 0.603  -0.222
C -1.133 -1.061 -0.575  -1.253
H 1.211 -0.196 -0.855  0.251
H 1.805 -0.119 0.773  0.276
H -0.146 -1.296 1.356  0.355
H -0.923 0.287 1.012  0.242
H -2.158 -1.231 -0.244  0.348
H -0.673 -1.965 -0.982  0.322
H -1.114 -0.313 -1.361  0.315

Properties
- SMILES string = CCCC(=O)[O-]
- total charge = -1
- Kohn-Sham gap (eV) = 8.131
- ΔE to the lowest compared entry with this formula, charge and spin (kJ/mol) = 13.6

(3)
Molecular formula: C4H15BrN2OPS
Method: DFT, the ωB97M-V functional and the def2-TZVPD basis

Last column: Mulliken charge in e.
Geometry (Å):
C -2.558 -0.345 2.322  -0.913
N -1.493 -1.036 1.583  -0.172
C -1.909 -1.768 0.456  -0.669
S -0.505 -1.664 -0.803  0.135
Br -0.519 0.415 -1.282  0.085
P -1.523 -2.661 -2.543  0.288
N -2.441 -3.754 -2.005  -0.540
H -3.406 -0.993 2.556  0.351
H -2.143 0.028 3.255  0.337
H -2.908 0.514 1.749  0.302
H -0.932 -1.602 2.209  0.235
H -2.065 -2.847 0.539  0.471
H -2.775 -1.312 -0.023  0.490
H -2.083 -1.487 -3.056  0.157
H -0.375 -2.899 -3.313  0.166
H -2.184 -4.724 -2.154  0.286
C 3.351 3.818 -0.030  -0.993
C 3.662 2.365 0.262  -0.217
O 2.484 1.561 0.349  -0.450
H 2.693 4.230 0.734  0.269
H 4.267 4.409 -0.055  0.327
H 2.863 3.926 -1.003  0.314
H 4.144 2.260 1.233  0.276
H 4.344 1.957 -0.491  0.257
H 2.013 1.609 -0.489  0.207

Properties
- total charge = +1
- Kohn-Sham gap (eV) = 7.681

(4)
Molecular formula: C20H25NO5S
Method: DFT, the ωB97M-V functional and the def2-TZVPD basis

Last column: Mulliken charge in e.
Geometry (Å):
C -0.176 -5.690 -1.288  -0.669
H -1.363 -5.850 -1.302  0.268
O 0.221 -5.542 -0.063  -0.336
C -0.215 -4.218 0.550  -0.166
C -1.211 -3.196 -0.007  -1.270
C -1.306 -1.983 0.675  -0.051
C -0.739 -1.678 2.012  0.971
C -0.099 -2.808 2.401  0.588
C 0.257 -3.935 1.712  -0.128
H 0.923 -4.729 2.274  0.246
O 0.544 -2.542 3.574  -0.348
C 1.250 -3.380 4.223  -1.471
H 2.028 -3.501 3.931  0.813
H 0.869 -4.436 4.504  0.365
H 1.385 -2.966 5.308  0.260
C -1.052 -0.507 2.732  -1.246
N -1.997 0.432 2.159  -0.087
C -1.441 1.661 1.726  0.247
O -0.378 1.813 1.857  -0.365
C -2.364 2.522 0.965  -0.487
C -2.049 2.891 -0.480  -1.124
H -0.775 3.356 -0.439  0.177
H -2.535 3.488 -1.019  0.926
S -1.682 1.396 -1.422  1.608
O -2.917 0.260 -1.122  -0.773
O -2.083 1.620 -2.792  -0.737
C -0.248 0.771 -1.111  -0.087
C 0.833 1.631 -1.818  -0.323
C 1.550 2.637 -0.730  -0.761
C 2.340 3.546 -1.115  -0.103
C 2.496 3.733 -2.649  1.203
C 1.695 3.034 -3.524  -1.348
C 1.008 1.951 -3.060  -0.206
H 0.370 1.474 -3.706  0.484
H 1.922 3.255 -4.491  0.444
C 3.517 4.784 -3.103  -1.987
H 4.212 4.783 -2.569  0.671
H 3.206 5.903 -2.614  0.273
H 3.582 4.885 -4.099  0.431
H 2.974 4.205 -0.569  0.487
H 1.413 2.344 0.456  -0.047
H 0.121 -0.077 -1.889  0.342
H -0.016 0.533 -0.211  0.433
H -2.635 3.524 1.651  0.334
H -3.484 2.068 0.738  0.194
H -2.912 -0.030 1.747  0.420
H -0.246 -0.117 3.106  0.584
H -1.711 -0.942 3.800  0.163
H -2.009 -1.439 0.024  0.385
H -1.301 -3.290 -1.160  0.253
H 0.157 -6.682 -1.645  0.271
H 0.068 -4.966 -2.128  0.280

Properties
- Kohn-Sham gap (eV) = 8.581
- ΔE to the lowest compared entry with this formula, charge and spin (kJ/mol) = 1854.0

(5)
Molecular formula: C5H11N
Method: DFT, the ωB97M-V functional and the def2-TZVPD basis

Last column: Mulliken charge in e.
Geometry (Å):
C 1.022 -0.772 -1.426  -0.966
C 1.241 0.492 -0.581  -0.421
N 0.413 0.428 0.596  0.168
C 0.129 1.200 1.672  -0.667
C -0.599 -0.415 0.931  -0.288
C -1.803 -0.453 0.014  -1.193
H 1.344 -0.605 -2.454  0.329
H 1.598 -1.598 -0.998  0.300
H -0.014 -1.121 -1.469  0.263
H 2.287 0.492 -0.247  0.275
H 1.079 1.440 -1.114  0.326
H 0.951 1.634 2.259  0.280
H -0.812 1.726 1.792  0.246
H -0.475 -1.147 1.721  0.355
H -2.655 0.041 0.493  0.314
H -2.119 -1.460 -0.290  0.316
H -1.588 0.117 -0.900  0.363

Properties
- Kohn-Sham gap (eV) = 8.818
- ΔE to the lowest compared entry with this formula, charge and spin (kJ/mol) = 338.7

(6)
Molecular formula: C39H33AlN14O5Se
Method: DFT, the ωB97M-V functional and the def2-TZVPD basis

Last column: Mulliken charge in e.
Geometry (Å):
Al 1.240 -1.920 -0.752  -0.250
C 4.164 2.455 -2.323  -0.844
N 3.078 1.499 -2.164  0.515
C 3.028 0.157 -1.789  -0.383
N 1.889 -0.005 -1.182  0.387
C 1.160 1.160 -1.256  -0.374
N 1.873 2.125 -1.758  -0.600
C 4.298 3.514 -1.182  0.747
C 4.739 4.772 -1.631  -0.864
C 4.876 5.807 -0.686  -0.537
C 4.583 5.620 0.666  -0.775
C 4.189 4.371 1.146  0.170
C 3.939 3.369 0.147  0.050
C 4.051 3.938 2.533  0.274
N 4.758 4.390 3.581  -0.415
N 4.543 3.566 4.638  -0.431
C 3.701 2.600 4.234  0.372
O 3.340 2.794 2.916  -0.218
C 3.284 1.528 4.993  0.120
C 3.873 1.087 6.184  -0.662
C 3.584 -0.097 6.784  -0.611
C 2.438 -0.817 6.283  -0.740
C 1.713 -0.350 5.209  0.635
C 0.455 -1.002 4.685  -0.818
N 0.467 -1.194 3.276  0.757
C 1.410 -1.198 2.276  -0.057
N 0.802 -1.431 1.119  -0.069
C -0.497 -1.548 1.436  -0.395
N -0.766 -1.402 2.695  -0.948
C 2.095 0.870 4.569  -0.147
H 3.907 2.950 -3.278  0.469
H 5.099 1.866 -2.440  0.311
H 3.787 -0.539 -2.054  0.651
H 0.159 1.273 -0.759  0.464
H 4.872 5.063 -2.686  0.326
H 5.234 6.795 -1.000  0.392
H 4.828 6.439 1.337  0.477
H 3.504 2.433 0.533  0.451
H 4.741 1.686 6.602  0.436
H 4.208 -0.505 7.616  0.381
H 2.261 -1.783 6.708  0.405
H -0.432 -0.545 5.028  0.350
H 0.457 -1.994 5.145  0.442
H 2.496 -1.059 2.386  0.585
H -1.322 -1.888 0.785  0.292
H 1.394 1.181 3.727  0.546
O 2.877 -2.439 -1.562  -0.261
C 3.293 -3.638 -1.692  -0.293
C 2.741 -4.815 -1.207  1.274
C 3.352 -6.044 -1.453  -0.778
C 2.622 -7.176 -1.095  -0.375
C 1.244 -7.149 -0.699  -0.276
C 0.653 -5.951 -0.398  -0.804
C 1.462 -4.742 -0.560  0.106
O 0.962 -3.581 -0.170  0.106
N 3.116 -8.478 -1.305  0.981
O 2.489 -9.405 -0.838  -0.574
O 4.182 -8.586 -1.894  -0.585
H 4.232 -3.762 -2.310  0.375
H 4.338 -6.135 -1.973  0.468
H 0.712 -8.099 -0.664  0.489
H -0.423 -5.900 -0.149  0.432
C -9.334 2.152 1.279  -0.923
N -8.402 2.134 0.155  0.146
C -7.328 1.277 0.021  -0.117
Se -6.890 -0.183 1.055  -0.341
N -6.597 1.725 -1.048  0.025
C -7.282 2.761 -1.713  0.190
C -7.098 3.428 -2.896  -0.629
C -8.076 4.396 -3.296  -0.527
C -9.130 4.733 -2.436  -0.622
C -9.271 4.028 -1.204  -0.330
C -8.404 2.999 -0.969  0.640
H -9.148 1.271 1.879  0.274
H -10.366 2.158 0.873  0.336
H -9.105 2.949 1.950  0.344
H -5.694 1.383 -1.345  0.160
H -6.165 3.226 -3.471  0.278
H -7.916 5.040 -4.152  0.355
H -9.806 5.539 -2.620  0.410
H -9.964 4.313 -0.372  0.333
N -0.099 -2.292 -5.900  -0.477
C -0.498 -2.164 -4.592  0.297
C 0.388 -2.110 -3.482  -0.127
N -0.110 -1.995 -2.224  0.613
C -1.432 -2.053 -2.015  0.086
C -2.261 -2.162 -3.096  -0.546
N -1.812 -2.108 -4.379  -0.511
H 0.890 -2.031 -6.037  0.254
H -0.633 -1.911 -6.647  0.294
H 1.456 -2.196 -3.696  0.230
H -1.927 -2.185 -1.054  0.273
H -3.335 -2.252 -2.897  0.456

Properties
- total charge = +2
- Kohn-Sham gap (eV) = 3.796